(1)
2 unconnected molecules or ions with the total composition C6H14O, computed with ωB97M-V with the def2-TZVPD basis set.

Cartesian coordinates (Å):
C1 2.53 2.30 0.12
C2 1.60 1.53 -0.71
C3 1.11 0.21 -0.11
C4 -0.24 -0.22 -0.67
C5 -0.82 -1.46 0.01
C6 -2.26 -1.70 -0.41
O1 -2.72 -2.87 0.25
H1 0.43 2.75 5.57
H2 3.15 3.08 -0.31
H3 2.59 2.14 1.19
H4 0.71 2.18 -0.89
H5 2.01 1.39 -1.72
H6 1.86 -0.57 -0.27
H7 1.01 0.33 0.98
H8 -0.15 -0.41 -1.76
H9 -0.95 0.61 -0.56
H10 -0.22 -2.35 -0.21
H11 -0.80 -1.33 1.10
H12 -2.87 -0.83 -0.14
H13 -2.31 -1.81 -1.50
H14 -3.65 -2.98 0.03

Properties
HOMO level (spin up / spin down) = -10.329 / -7.872 eV
ΔE to the lowest compared entry with this formula, charge and spin = 492.7 kJ/mol

=====

(2)
A molecular structure, C7H8O at a distorted geometry, computed with ωB97M-V with the def2-TZVPD basis set.

Cartesian coordinates (Å):
C1 -2.63 -0.17 0.01
C2 -1.62 0.48 -0.39
C3 -0.27 0.26 0.05
C4 0.80 1.29 0.07
C5 2.13 0.45 0.09
C6 1.82 -0.80 -0.41
C7 0.20 -0.97 -0.49
H1 -2.33 -0.98 0.83
H2 -3.71 0.16 -0.09
H3 -1.80 1.59 -0.79
H4 0.38 2.34 0.89
H5 0.57 1.89 -0.91
H6 3.11 0.80 0.48
H7 2.61 -1.58 -0.11
H8 -0.22 -1.73 -0.98
O1 -0.14 -0.72 0.89

Properties
HOMO level = -9.360 eV
ΔE to the lowest compared entry with this formula, charge and spin = 609.4 kJ/mol

=====

(3)
2 unconnected molecules or ions with the total composition C5H13N, computed with ωB97M-V with the def2-TZVPD basis set.

Cartesian coordinates (Å):
C1 -0.14 0.34 -1.76
C2 -0.10 1.44 -0.72
C3 1.31 1.97 -0.40
H1 0.76 -0.28 -1.74
H2 -0.97 -0.35 -1.69
H3 -0.15 0.73 -2.78
H4 -0.68 2.32 -1.03
H5 -0.56 1.11 0.21
H6 1.70 2.51 -1.26
H7 2.02 1.16 -0.22
H8 1.26 2.60 0.48
C4 -1.80 -1.67 1.49
C5 -0.49 -1.84 1.68
N1 0.51 -1.76 0.67
H9 -2.23 -1.09 0.69
H10 -2.42 -2.03 2.30
H11 -0.13 -2.07 2.68
H12 0.77 -0.79 0.52
H13 1.34 -2.29 0.88

Properties
SMILES = C=CN.CCC
HOMO level = -8.881 eV
ΔE to the lowest compared entry with this formula, charge and spin = 141.6 kJ/mol

=====

no.,electronic energy (eV)
1,-8491.786
2,-9429.927
3,-6884.730